A:
The following is a DFT calculation (wB97M-V/def2-TZVPD) of an isolated molecule of C7H6O3.

Calculated values
Highest occupied orbital energy = -8.976 eV
HOMO-LUMO gap = 8.872 eV
Spin multiplicity = 1

Element x y z (Å)
O 3.258 0.961 -0.013
C 2.733 -0.166 0.290
C 1.217 -0.317 -0.177
C 0.501 -1.513 -0.324
C -0.939 -1.487 -0.014
C -1.482 -0.258 0.055
O -2.893 -0.516 0.189
C -0.978 1.024 -0.193
O -1.738 2.199 0.010
C 0.456 0.863 -0.215
H 3.585 -1.019 0.837
H 1.049 -2.543 -0.413
H -1.665 -2.263 0.013
H -3.260 0.303 0.114
H -0.861 2.873 -0.135
H 1.015 1.860 -0.023

***

B:
The following is a DFT calculation (wB97M-V/def2-TZVPD) of an isolated molecule of C7H6O3.

Calculated values
Highest occupied orbital energy = -9.427 eV
HOMO-LUMO gap = 9.248 eV
Spin multiplicity = 1

Element x y z (Å)
O -1.464 -0.844 -2.246
C -0.543 -1.099 -1.489
O 0.287 -2.106 -1.414
O -0.082 -3.132 -2.514
C -0.296 -0.034 -0.348
C 0.649 0.991 -0.503
C 1.075 1.774 0.600
C 0.524 1.610 1.864
C -0.552 0.736 1.977
C -0.985 -0.053 0.878
H 0.602 -3.806 -2.395
H 0.964 1.273 -1.502
H 1.875 2.500 0.457
H 0.935 2.128 2.735
H -1.050 0.636 2.942
H -1.938 -0.573 0.957

***

Short version: A is the least stable of them.

***

A:
The following is a DFT calculation (wB97M-V/def2-TZVPD) of the ion C3HO3S with charge -1.

Calculated values
Highest occupied orbital energy = -3.266 eV
HOMO-LUMO gap = 7.144 eV
Spin multiplicity = 1
Net charge = -1

Element x y z (Å)
O 2.170 -0.801 -2.020
C 1.329 -0.353 -1.276
C 0.253 0.094 -0.697
S -0.877 -1.337 -0.801
C -2.981 -0.643 -1.093
O -3.418 -1.690 -1.374
O -3.164 0.495 -0.942
H 0.092 0.971 -0.219

***

B:
The following is a DFT calculation (wB97M-V/def2-TZVPD) of a structure of composition C3HO3S.

Calculated values
Highest occupied orbital energy = -2.345 eV
HOMO-LUMO gap = 5.874 eV
Spin multiplicity = 1
Net charge = -1

Element x y z (Å)
C -1.844 -0.513 0.519
C 2.602 0.722 0.333
C -1.666 -0.637 -0.744
O 3.260 0.578 -0.562
O -1.752 -0.585 1.707
O 1.992 0.920 1.318
S -0.333 0.642 -1.007
H -2.260 -1.128 -1.564

***

Short version: B is the least stable of them.

***

A:
The following is a DFT calculation (wB97M-V/def2-TZVPD) of an isolated molecule of C4H5OP.

Calculated values
Highest occupied orbital energy (spin up / spin down) = -5.648 / -5.649 eV
HOMO-LUMO gap (spin up / spin down) = 5.626 / 5.627 eV
Spin multiplicity = 1

Element x y z (Å)
C 2.967 0.293 0.015
C 2.885 -1.061 -0.022
C 1.672 -0.265 -0.017
C -2.222 0.066 -0.016
O 0.423 -0.198 0.020
P -0.966 -1.306 0.010
H 3.606 1.146 0.065
H 3.369 -2.006 -0.019
H -2.801 0.042 -0.939
H -1.708 1.020 0.073
H -2.905 -0.066 0.822

***

B:
The following is a DFT calculation (wB97M-V/def2-TZVPD) of a structure of composition C4H5OP.

Calculated values
Highest occupied orbital energy (spin up / spin down) = -7.707 / -7.153 eV
HOMO-LUMO gap (spin up / spin down) = 7.421 / 6.364 eV
Spin multiplicity = 1

Element x y z (Å)
C -0.762 0.750 -0.664
C -0.783 0.810 0.743
C -0.332 -0.696 -0.598
C -0.435 -0.506 0.851
O 2.884 0.986 -0.384
P 2.697 -0.249 0.319
H -1.174 1.209 -1.505
H -1.049 1.531 1.547
H -1.111 -1.481 -0.792
H 0.520 -0.995 -1.125
H -0.455 -1.359 1.607

***

C:
The following is a DFT calculation (wB97M-V/def2-TZVPD) of an isolated molecule of C4H5OP.

Calculated values
Highest occupied orbital energy = -8.642 eV
HOMO-LUMO gap = 8.085 eV
Spin multiplicity = 1

Element x y z (Å)
O 1.161 2.955 0.843
P 0.994 1.627 1.290
C 0.207 0.516 -0.200
C 0.853 -0.805 -0.287
C -0.209 -1.537 0.060
C -1.112 -0.188 0.051
H 0.403 1.140 -1.151
H 1.847 -1.005 -0.624
H -0.604 -2.555 0.070
H -1.740 -0.277 -0.899
H -1.801 0.130 0.847

***

D:
The following is a DFT calculation (wB97M-V/def2-TZVPD) of an isolated molecule of C4H5OP.

Calculated values
Highest occupied orbital energy (spin up / spin down) = -7.697 / -7.698 eV
HOMO-LUMO gap (spin up / spin down) = 7.300 / 7.302 eV
Spin multiplicity = 1

Element x y z (Å)
C -0.747 -0.344 -2.209
C 0.128 0.412 -1.550
C -0.968 -0.085 -0.774
C 0.747 0.320 1.427
O -1.302 -1.244 2.074
P -0.517 -0.957 0.852
H -1.106 -0.637 -3.260
H 1.120 0.862 -1.370
H 0.224 1.174 1.199
H 1.812 0.306 1.140
H 0.609 0.194 2.470

***

Short version: A is the least stable of them.

***

A:
The following is a DFT calculation (wB97M-V/def2-TZVPD) of a structure of composition C24H67N6O7Ti.

Calculated values
Expectation value of S² = 3.75
Highest occupied orbital energy (spin up / spin down) = -3.588 / -8.264 eV
HOMO-LUMO gap (spin up / spin down) = 4.288 / 8.934 eV
Spin multiplicity = 4

Element x y z (Å)
Ti 0.481 -0.301 -0.596
O 0.395 -1.625 1.288
H -0.238 -2.321 1.552
C -1.681 -3.424 -1.019
C -2.339 -2.026 -1.308
C -3.905 -2.072 -1.538
O -4.182 -2.721 -2.805
C -5.587 -2.657 -3.102
N -1.902 -1.129 -0.239
H -0.624 -3.370 -0.759
H -1.719 -4.010 -1.937
H -2.036 -3.976 -0.148
H -1.840 -1.638 -2.196
H -4.373 -1.104 -1.358
H -4.428 -2.666 -0.788
H -5.795 -3.370 -3.900
H -5.941 -1.702 -3.492
H -6.087 -3.025 -2.207
H -2.523 -0.984 0.544
H -1.207 -1.666 0.261
C 2.450 2.793 -1.657
C 2.939 2.000 -0.463
C 3.916 2.683 0.429
O 5.178 2.790 -0.238
C 6.162 3.619 0.412
N 1.823 1.502 0.323
H 1.903 3.670 -1.312
H 1.797 2.219 -2.315
H 3.235 3.172 -2.311
H 3.505 1.102 -0.711
H 4.071 2.093 1.333
H 3.551 3.671 0.710
H 6.386 3.318 1.435
H 5.810 4.645 0.516
H 7.063 3.556 -0.198
H 2.136 0.944 1.105
H 1.344 2.309 0.696
C -2.221 1.410 -3.321
C -1.819 2.292 -2.197
C -3.007 2.897 -1.431
O -2.482 3.691 -0.356
C -3.520 4.018 0.581
N -1.096 1.549 -1.254
H -3.116 1.796 -3.808
H -2.529 0.406 -3.028
H -1.387 1.319 -4.016
H -1.120 3.018 -2.612
H -3.688 2.129 -1.065
H -3.647 3.499 -2.077
H -3.822 3.160 1.182
H -4.381 4.471 0.090
H -3.062 4.641 1.348
H -1.083 2.134 -0.430
H -1.682 0.764 -1.009
C 1.090 -0.998 -4.341
C 1.006 -2.248 -3.429
C 1.646 -3.523 -3.993
O 0.755 -3.974 -5.050
C 1.467 -4.637 -6.076
N 1.689 -1.773 -2.187
H 2.075 -0.634 -4.633
H 0.451 -0.172 -4.028
H 0.650 -1.334 -5.281
H -0.033 -2.405 -3.137
H 1.901 -4.293 -3.264
H 2.590 -3.237 -4.456
H 2.064 -5.480 -5.730
H 2.105 -3.962 -6.647
H 0.795 -5.147 -6.767
H 1.690 -2.569 -1.565
H 2.667 -1.812 -2.438
C -2.801 -0.776 3.296
C -2.456 0.657 2.674
C -3.085 1.779 3.531
O -4.474 1.567 3.516
C -5.142 2.489 4.251
N -1.083 0.945 2.378
H -2.211 -1.470 2.698
H -3.858 -1.021 3.189
H -2.468 -0.839 4.332
H -3.128 0.798 1.827
H -2.759 2.715 3.077
H -2.721 1.786 4.558
H -5.289 3.420 3.704
H -4.714 2.749 5.219
H -6.131 2.071 4.436
H -0.507 0.875 3.205
H -0.814 0.040 2.018
C 4.590 -0.934 1.653
C 3.641 -1.011 2.838
C 4.298 -0.761 4.189
O 3.327 -1.071 5.195
C 3.785 -0.669 6.515
N 2.451 -0.228 2.505
H 4.047 -0.879 0.709
H 5.302 -1.749 1.783
H 5.075 0.042 1.665
H 3.383 -2.055 3.019
H 4.639 0.265 4.329
H 5.103 -1.493 4.257
H 3.050 -1.038 7.230
H 3.834 0.414 6.635
H 4.703 -1.206 6.753
H 1.913 0.047 3.315
H 1.816 -0.751 1.919

***

B:
The following is a DFT calculation (wB97M-V/def2-TZVPD) of a structure of composition C24H67N6O7Ti.

Calculated values
Expectation value of S² = 3.75
Highest occupied orbital energy (spin up / spin down) = -4.953 / -8.383 eV
HOMO-LUMO gap (spin up / spin down) = 5.460 / 8.823 eV
Spin multiplicity = 4

Element x y z (Å)
Ti -3.119 26.010 -2.647
O -1.621 27.371 -1.424
H -1.382 28.129 -0.902
C 2.179 31.144 -1.554
C 1.238 30.139 -0.907
C 0.091 30.756 -0.088
O 0.451 31.265 1.183
C 0.565 32.675 1.234
N 0.614 29.310 -1.928
H 2.603 31.815 -0.802
H 1.709 31.773 -2.311
H 3.020 30.605 -1.994
H 1.842 29.585 -0.176
H -0.605 29.938 0.127
H -0.505 31.481 -0.649
H -0.334 33.198 0.890
H 1.452 32.991 0.681
H 0.650 32.896 2.298
H -0.275 28.891 -1.647
H 1.255 28.548 -2.121
C -5.411 29.842 -5.703
C -5.410 31.172 -4.954
C -4.064 31.681 -4.433
O -3.388 30.693 -3.668
C -2.075 31.120 -3.349
N -5.994 32.317 -5.689
H -5.254 29.051 -4.965
H -4.542 29.799 -6.367
H -6.353 29.608 -6.194
H -6.103 30.996 -4.124
H -4.230 32.635 -3.932
H -3.455 31.847 -5.332
H -2.084 31.704 -2.429
H -1.499 31.600 -4.144
H -1.434 30.268 -3.115
H -6.901 31.975 -6.000
H -5.523 32.459 -6.581
C -1.469 28.606 -5.887
C -2.291 27.495 -5.267
C -1.379 26.284 -4.874
O -2.069 25.080 -4.566
C -2.789 24.435 -5.610
N -3.072 27.965 -4.127
H -0.811 29.097 -5.165
H -2.152 29.393 -6.222
H -0.936 28.265 -6.776
H -2.928 27.200 -6.110
H -0.880 26.709 -3.996
H -0.588 26.207 -5.623
H -3.359 23.592 -5.228
H -2.081 23.931 -6.278
H -3.362 25.152 -6.194
H -2.421 28.044 -3.337
H -3.326 28.969 -4.160
C 1.482 26.838 0.912
C 1.787 26.043 -0.365
C 2.608 24.767 -0.090
O 3.801 25.058 0.654
C 4.789 25.746 -0.066
N 0.548 25.586 -0.986
H 1.253 26.161 1.736
H 0.653 27.529 0.754
H 2.344 27.437 1.222
H 2.330 26.671 -1.077
H 2.797 24.318 -1.067
H 2.072 24.172 0.647
H 5.279 25.062 -0.767
H 5.486 26.229 0.618
H 4.392 26.589 -0.645
H -0.130 26.346 -1.037
H 0.069 24.931 -0.374
C -2.868 26.007 3.281
C -2.173 25.614 1.968
C -1.898 24.105 2.015
O -1.238 23.596 0.876
C -0.732 22.298 1.077
N -3.066 26.008 0.863
H -2.205 25.943 4.147
H -3.712 25.337 3.450
H -3.220 27.038 3.252
H -1.258 26.192 1.824
H -2.887 23.640 2.094
H -1.328 23.911 2.929
H -1.373 21.560 1.560
H 0.190 22.362 1.672
H -0.360 21.939 0.117
H -2.865 26.980 0.667
H -2.732 25.549 0.009
C -4.122 29.574 0.875
C -4.986 28.694 -0.041
C -6.296 29.384 -0.431
O -7.156 29.453 0.683
C -8.212 30.365 0.494
N -4.255 28.378 -1.270
H -3.091 29.267 0.696
H -4.442 29.445 1.908
H -4.161 30.624 0.577
H -5.246 27.773 0.482
H -6.724 28.775 -1.236
H -6.110 30.421 -0.741
H -8.838 30.312 1.381
H -8.769 30.196 -0.434
H -7.788 31.372 0.379
H -3.284 28.098 -1.142
H -4.242 29.193 -1.876

***

Short version: A is the least stable of them.

***

A:
The following is a DFT calculation (wB97M-V/def2-TZVPD) of the ion C5H14N2 with charge +2.

Calculated values
Highest occupied orbital energy = -18.636 eV
HOMO-LUMO gap = 11.615 eV
Spin multiplicity = 1
Net charge = +2

Element x y z (Å)
C -0.988 -0.894 -1.565
C -1.169 0.496 -0.917
N -2.717 0.580 -0.734
C -0.566 0.492 0.482
C 0.913 0.381 0.475
C 1.626 -0.502 1.169
N 3.087 -0.441 1.205
H -1.165 -1.036 -2.634
H -1.676 -1.587 -1.083
H 0.072 -1.142 -1.505
H -0.878 1.358 -1.515
H -3.009 1.455 -0.296
H -3.177 0.204 -1.568
H -3.034 -0.132 -0.057
H -0.875 1.333 1.121
H -1.042 -0.366 0.984
H 1.510 1.174 0.014
H 1.252 -0.999 2.058
H 3.478 -1.291 1.617
H 3.583 -0.360 0.309
H 3.478 0.377 1.692

***

B:
The following is a DFT calculation (wB97M-V/def2-TZVPD) of the ion C5H14N2 with charge +2.

Calculated values
Highest occupied orbital energy = -18.870 eV
HOMO-LUMO gap = 11.593 eV
Spin multiplicity = 1
Net charge = +2

Element x y z (Å)
C 0.681 1.099 -2.216
C 0.140 0.245 -1.364
N -0.803 -0.759 -2.011
C 0.884 -0.198 -0.110
C 0.180 0.342 1.162
C -1.348 0.214 1.153
N 0.717 -0.387 2.401
H 0.302 1.452 -3.171
H 1.600 1.610 -1.953
H -0.677 -0.670 -3.019
H -1.781 -0.596 -1.763
H -0.574 -1.708 -1.714
H 1.813 0.286 -0.245
H 1.005 -1.283 -0.049
H 0.441 1.397 1.228
H -1.678 0.244 2.193
H -1.781 1.107 0.710
H -1.714 -0.738 0.766
H 0.155 -1.208 2.625
H 0.777 0.301 3.154
H 1.660 -0.748 2.224

***

C:
The following is a DFT calculation (wB97M-V/def2-TZVPD) of a cluster of 2 separate species, C5H14N2 in total.

Calculated values
Highest occupied orbital energy = -20.132 eV
HOMO-LUMO gap = 11.077 eV
Spin multiplicity = 1
Net charge = +2

Element x y z (Å)
C -0.941 -0.392 -1.002
C -2.073 -0.177 -3.116
C 1.976 -0.562 0.747
C 0.698 -0.304 2.688
C 1.095 1.531 1.282
N -1.723 -0.878 -1.907
N 1.286 0.165 1.510
H -0.654 0.640 -1.116
H -1.350 -0.644 -3.885
H -1.848 0.891 -3.148
H -2.963 -0.583 -3.606
H 2.274 -0.326 -0.282
H 2.319 -1.535 1.092
H -0.747 -0.771 0.033
H 1.124 0.390 3.480
H -0.405 -0.175 2.538
H 0.936 -1.316 3.067
H 1.373 1.824 0.254
H -0.052 1.898 1.380
H 1.821 2.093 1.826
H -2.146 -1.771 -1.837

***

Short version: C is the least stable of them.

***

A:
The following is a DFT calculation (wB97M-V/def2-TZVPD) of an isolated molecule of C5H12N4.

Calculated values
Highest occupied orbital energy = -7.460 eV
HOMO-LUMO gap = 8.136 eV
Spin multiplicity = 1

Element x y z (Å)
H -1.442 2.325 -0.455
N -1.792 1.365 -0.407
C -0.767 0.571 -0.297
C -0.889 -0.889 -0.224
C -2.091 -1.557 -0.829
C 0.242 -1.620 0.072
N 1.118 -1.507 1.104
N 0.540 1.112 -0.149
C 0.908 1.943 0.987
N 1.465 0.867 -1.194
H -1.867 -1.952 -1.827
H -2.432 -2.394 -0.207
H -2.924 -0.857 -0.934
H 0.384 -2.580 -0.435
H 0.789 -0.900 1.849
H 1.633 -2.343 1.365
H 1.222 2.940 0.658
H 0.079 2.058 1.690
H 1.742 1.481 1.525
H 2.152 0.201 -0.832
H 1.928 1.736 -1.461

***

B:
The following is a DFT calculation (wB97M-V/def2-TZVPD) of a structure of composition C5H12N4.

Calculated values
Highest occupied orbital energy = -7.707 eV
HOMO-LUMO gap = 8.371 eV
Spin multiplicity = 1

Element x y z (Å)
C 1.946 -0.688 1.038
C -0.323 -0.544 1.979
C -1.654 -0.144 -2.332
N 0.627 -0.055 0.984
N -1.104 0.378 -1.093
C 0.254 0.228 -0.820
C 0.550 1.304 0.445
N 1.132 -0.339 -1.555
N -0.120 2.254 0.933
H -1.493 1.264 -0.802
H 0.883 -0.350 -2.541
H -0.383 2.128 1.915
H 0.010 -0.293 2.987
H 1.851 -1.755 0.828
H 2.571 -0.246 0.269
H 2.368 -0.537 2.032
H -0.388 -1.630 1.907
H -1.298 -0.105 1.782
H -2.741 -0.055 -2.294
H -1.392 -1.198 -2.436
H -1.297 0.385 -3.226

***

Short version: B is the least stable of them.